ORCA calculation (ωB97M-V/def2-TZVPD) on 13 unconnected molecules or ions with the total composition C44H121N7O13 in a non-equilibrium geometry.

Calculated values
ΔE to the lowest compared entry with this formula, charge and spin, kJ/mol: 403.26
Charge: 0
E_HOMO, Ha: -0.3291
Gap between HOMO and LUMO, eV: 9.10
Energy, hartree: -3110.09039
Largest force on an atom, eV Å⁻¹: 2.876

Each atom is followed by the atoms it is bonded to, with distances in Å.
Positions of all 185 atoms, in Å:
1 C 1.0297 -2.2998 0.0003  C2 1.522, H5 1.090, H6 1.090, H7 1.090
2 C 0.8685 -0.8622 0.4726  C1 1.522, C3 1.504, O4 1.363, H8 1.090
3 C 0.5926 0.0441 -0.6950  C2 1.504, H9 1.090, H10 1.090, H11 1.090
4 O -0.1096 -0.8735 1.4212  C2 1.363, H12 0.960
5 H 1.1697 -3.0167 0.8093  C1 1.090
6 H 1.9012 -2.3813 -0.6492  C1 1.090
7 H 0.1295 -2.6612 -0.4967  C1 1.090
8 H 1.8268 -0.5921 0.9162  C2 1.090
9 H 1.2605 -0.1050 -1.5434  C3 1.090
10 H 0.5517 1.0855 -0.3758  C3 1.090
11 H -0.4369 -0.1158 -1.0155  C3 1.090
12 H 0.2293 -1.3034 2.2099  O4 0.960
13 C 7.1282 -4.3537 -3.5376  C14 1.565, H17 1.090, H18 1.090, H19 1.090
14 C 7.4738 -4.6343 -5.0384  C13 1.565, C15 1.526, O16 1.416, H20 1.090
15 C 7.9547 -3.3707 -5.7455  C14 1.526, H21 1.090, H22 1.090, H23 1.090
16 O 8.5737 -5.5237 -5.1120  C14 1.416, H24 0.960
17 H 8.0118 -3.9919 -3.0117  C13 1.090
18 H 6.6930 -5.1929 -2.9950  C13 1.090
19 H 6.3418 -3.6014 -3.4773  C13 1.090
20 H 6.6001 -5.0516 -5.5389  C14 1.090
21 H 8.2026 -3.5611 -6.7897  C15 1.090
22 H 8.8322 -2.9215 -5.2803  C15 1.090
23 H 7.2278 -2.5610 -5.6816  C15 1.090
24 H 8.2458 -6.3373 -4.7219  O16 0.960
25 C 4.7373 2.2424 5.1854  C26 1.529, H29 1.090, H30 1.090, H31 1.090
26 C 4.7987 2.6011 6.6704  C25 1.529, C27 1.530, O28 1.371, H32 1.090
27 C 6.0408 3.4061 7.0584  C26 1.530, H33 1.090, H34 1.090, H35 1.090
28 O 3.6789 3.3240 6.9906  C26 1.371, H36 0.960
29 H 5.4543 1.4535 4.9579  C25 1.090
30 H 4.9925 3.1465 4.6327  C25 1.090
31 H 3.7585 1.9738 4.7879  C25 1.090
32 H 4.7846 1.6388 7.1822  C26 1.090
33 H 6.0953 3.4964 8.1433  C27 1.090
34 H 5.9865 4.3846 6.5813  C27 1.090
35 H 6.9585 3.0163 6.6179  C27 1.090
36 H 3.7791 4.2040 6.6204  O28 0.960
37 C 5.8797 3.4659 -0.9996  C38 1.536, H41 1.090, H42 1.090, H43 1.090
38 C 6.8198 2.3075 -1.3665  C37 1.536, C39 1.477, O40 1.413, H44 1.090
39 C 6.2331 1.4339 -2.4035  C38 1.477, H45 1.090, H46 1.090, H47 1.090
40 O 7.9682 2.9165 -1.9213  C38 1.413, H48 0.960
41 H 6.3239 4.1759 -0.3019  C37 1.090
42 H 5.0099 2.9568 -0.5843  C37 1.090
43 H 5.6038 4.0225 -1.8952  C37 1.090
44 H 7.1551 1.6907 -0.5327  C38 1.090
45 H 5.3680 0.8846 -2.0319  C39 1.090
46 H 6.8983 0.6174 -2.6845  C39 1.090
47 H 5.9269 2.0636 -3.2388  C39 1.090
48 H 7.6735 3.2905 -2.7549  O40 0.960
49 C 2.9052 -7.7179 2.6638  C50 1.533, H53 1.090, H54 1.090, H55 1.090
50 C 2.2768 -8.2501 3.9563  C49 1.533, C51 1.505, O52 1.411, H56 1.090
51 C 3.3113 -8.3038 5.0479  C50 1.505, H57 1.090, H58 1.090, H59 1.090
52 O 1.3604 -7.2920 4.4385  C50 1.411, H60 0.960
53 H 3.5729 -8.4047 2.1437  C49 1.090
54 H 3.5284 -6.8237 2.6753  C49 1.090
55 H 2.1400 -7.6006 1.8965  C49 1.090
56 H 1.7876 -9.2104 3.7932  C50 1.090
57 H 3.7305 -7.3474 5.3604  C51 1.090
58 H 4.1374 -8.9359 4.7222  C51 1.090
59 H 2.8875 -8.7780 5.9331  C51 1.090
60 H 1.0037 -7.5222 5.2995  O52 0.960
61 C 4.1336 -2.6596 -11.8484  C62 1.565, H67 1.090, H68 1.090, H69 1.090
62 C 4.3335 -2.8909 -10.3131  C61 1.565, C63 1.570, N66 1.424, H70 1.090
63 C 3.2240 -2.3200 -9.3606  C62 1.570, O64 1.455, H71 1.090, H72 1.090
64 O 3.4273 -2.7291 -7.9796  C63 1.455, C65 1.432
65 C 2.6601 -1.9672 -7.0407  O64 1.432, H73 1.090, H74 1.090, H75 1.090
66 N 4.4944 -4.3028 -10.2161  C62 1.424, H76 1.010, H77 1.010
67 H 5.0168 -2.9737 -12.4046  C61 1.090
68 H 3.9875 -1.6086 -12.0976  C61 1.090
69 H 3.2258 -3.1311 -12.2248  C61 1.090
70 H 5.2847 -2.4412 -10.0283  C62 1.090
71 H 2.2342 -2.6127 -9.7110  C63 1.090
72 H 3.2546 -1.2368 -9.4776  C63 1.090
73 H 2.9664 -0.9232 -7.1063  C65 1.090
74 H 2.9257 -2.4662 -6.1087  C65 1.090
75 H 1.5766 -2.0841 -7.0616  C65 1.090
76 H 4.6408 -4.6182 -9.2678  N66 1.010
77 H 3.7313 -4.8285 -10.6179  N66 1.010
78 C -5.0548 -3.5159 -9.4187  C79 1.522, H84 1.090, H85 1.090, H86 1.090
79 C -3.9421 -4.1256 -8.5781  C78 1.522, C80 1.515, N83 1.435, H87 1.090
80 C -4.4065 -4.5027 -7.1865  C79 1.515, O81 1.429, H88 1.090, H89 1.090
81 O -4.7382 -3.3307 -6.4401  C80 1.429, C82 1.431
82 C -4.9287 -3.7035 -5.0715  O81 1.431, H90 1.090, H91 1.090, H92 1.090
83 N -3.4281 -5.2477 -9.3101  C79 1.435, H93 1.010, H94 1.010
84 H -5.4120 -2.5639 -9.0261  C78 1.090
85 H -5.8792 -4.2290 -9.4103  C78 1.090
86 H -4.7065 -3.2514 -10.4171  C78 1.090
87 H -3.1561 -3.3732 -8.5126  C79 1.090
88 H -3.6792 -5.1189 -6.6579  C80 1.090
89 H -5.2421 -5.1597 -7.4279  C80 1.090
90 H -5.6726 -4.4863 -4.9237  C82 1.090
91 H -5.2697 -2.8123 -4.5447  C82 1.090
92 H -4.0010 -4.0104 -4.5884  C82 1.090
93 H -3.0918 -4.8649 -10.1822  N83 1.010
94 H -4.2211 -5.8096 -9.5851  N83 1.010
95 C -6.4386 7.0752 -0.4696  C96 1.513, H101 1.090, H102 1.090, H103 1.090
96 C -6.8007 5.9121 -1.3666  C95 1.513, C97 1.574, N100 1.488, H104 1.090
97 C -7.1669 4.5636 -0.6421  C96 1.574, O98 1.462, H105 1.090, H106 1.090
98 O -6.1493 4.0245 0.2590  C97 1.462, C99 1.411
99 C -4.9750 3.6714 -0.4390  O98 1.411, H107 1.090, H108 1.090, H109 1.090
100 N -7.9499 6.3595 -2.1999  C96 1.488, H110 1.010, H111 1.010
101 H -7.3142 7.2241 0.1622  C95 1.090
102 H -6.2267 7.9495 -1.0851  C95 1.090
103 H -5.5423 6.8566 0.1109  C95 1.090
104 H -5.9426 5.7790 -2.0254  C96 1.090
105 H -7.4577 3.7698 -1.3300  C97 1.090
106 H -8.0402 4.8166 -0.0409  C97 1.090
107 H -4.2218 3.2686 0.2382  C99 1.090
108 H -4.5833 4.5774 -0.9013  C99 1.090
109 H -5.1794 2.9200 -1.2016  C99 1.090
110 H -8.2396 5.4764 -2.5951  N100 1.010
111 H -8.7376 6.6081 -1.6186  N100 1.010
112 C -5.3787 -3.8598 2.2345  C113 1.568, H118 1.090, H119 1.090, H120 1.090
113 C -4.7281 -5.1180 2.9063  C112 1.568, C114 1.584, N117 1.450, H121 1.090
114 C -5.7202 -6.3512 2.8435  C113 1.584, O115 1.429, H122 1.090, H123 1.090
115 O -6.8925 -6.0475 3.6027  C114 1.429, C116 1.410
116 C -7.8418 -7.0874 3.6840  O115 1.410, H124 1.090, H125 1.090, H126 1.090
117 N -3.4425 -5.4206 2.3080  C113 1.450, H127 1.010, H128 1.010
118 H -5.4196 -3.8698 1.1453  C112 1.090
119 H -4.7479 -3.0040 2.4748  C112 1.090
120 H -6.3431 -3.5890 2.6643  C112 1.090
121 H -4.5429 -4.9845 3.9721  C113 1.090
122 H -5.1189 -7.2259 3.0914  C114 1.090
123 H -5.8821 -6.5264 1.7800  C114 1.090
124 H -7.5244 -7.7699 4.4724  C116 1.090
125 H -7.8963 -7.6911 2.7780  C116 1.090
126 H -8.8446 -6.8073 4.0062  C116 1.090
127 H -2.9086 -4.5718 2.1873  N117 1.010
128 H -2.9140 -5.8708 3.0416  N117 1.010
129 C -2.2091 12.2101 -0.5103  C130 1.563, H135 1.090, H136 1.090, H137 1.090
130 C -0.6805 11.8904 -0.5694  C129 1.563, C131 1.596, N134 1.472, H138 1.090
131 C -0.3392 10.9408 -1.8064  C130 1.596, O132 1.418, H139 1.090, H140 1.090
132 O -0.8922 9.6357 -1.7972  C131 1.418, C133 1.437
133 C -0.8293 8.8694 -0.5834  O132 1.437, H141 1.090, H142 1.090, H143 1.090
134 N 0.0730 13.1464 -0.7188  C130 1.472, H144 1.010, H145 1.010
135 H -2.6522 12.4511 -1.4766  C129 1.090
136 H -2.3593 13.0991 0.1021  C129 1.090
137 H -2.7450 11.3668 -0.0746  C129 1.090
138 H -0.4275 11.5609 0.4384  C130 1.090
139 H 0.7447 11.0208 -1.8896  C131 1.090
140 H -0.7796 11.4707 -2.6510  C131 1.090
141 H -1.0471 7.8261 -0.8120  C133 1.090
142 H -1.3999 9.2303 0.2723  C133 1.090
143 H 0.1941 8.8374 -0.2099  C133 1.090
144 H -0.3810 13.8221 -0.1210  N134 1.010
145 H -0.2936 13.4876 -1.5958  N134 1.010
146 C -0.7742 -2.3823 7.3625  C147 1.545, H152 1.090, H153 1.090, H154 1.090
147 C 0.7656 -2.2568 7.3834  C146 1.545, C148 1.528, N151 1.447, H155 1.090
148 C 1.4229 -2.9318 8.5864  C147 1.528, O149 1.401, H156 1.090, H157 1.090
149 O 2.7914 -2.6349 8.5492  C148 1.401, C150 1.430
150 C 3.4671 -3.3862 9.5613  O149 1.430, H158 1.090, H159 1.090, H160 1.090
151 N 1.2790 -2.8467 6.1656  C147 1.447, H161 1.010, H162 1.010
152 H -1.0293 -3.4411 7.4069  C146 1.090
153 H -1.3068 -1.8609 6.5672  C146 1.090
154 H -1.1441 -1.9547 8.2944  C146 1.090
155 H 1.1222 -1.2278 7.4287  C147 1.090
156 H 1.2025 -3.9977 8.6447  C148 1.090
157 H 1.0062 -2.4762 9.4847  C148 1.090
158 H 3.2258 -4.4491 9.5568  C150 1.090
159 H 3.2834 -2.8974 10.5181  C150 1.090
160 H 4.5442 -3.3761 9.3942  C150 1.090
161 H 1.0172 -3.8212 6.1228  N151 1.010
162 H 2.2809 -2.8211 6.2912  N151 1.010
163 C -3.2813 8.6736 5.0045  C164 1.535, H169 1.090, H170 1.090, H171 1.090
164 C -3.0706 8.0578 6.3951  C163 1.535, C165 1.535, N168 1.440, H172 1.090
165 C -2.1666 6.8176 6.4126  C164 1.535, O166 1.456, H173 1.090, H174 1.090
166 O -2.6608 5.8298 5.4635  C165 1.456, C167 1.431
167 C -1.7233 4.7841 5.1904  O166 1.431, H175 1.090, H176 1.090, H177 1.090
168 N -2.4714 9.0740 7.2206  C164 1.440, H178 1.010, H179 1.010
169 H -2.3482 8.8394 4.4661  C163 1.090
170 H -3.8113 9.6197 4.8941  C163 1.090
171 H -3.8671 7.9505 4.4370  C163 1.090
172 H -4.0450 7.8000 6.8101  C164 1.090
173 H -2.1657 6.3755 7.4089  C165 1.090
174 H -1.1300 7.0773 6.1980  C165 1.090
175 H -2.1453 3.9185 4.6797  C167 1.090
176 H -1.3573 4.3291 6.1108  C167 1.090
177 H -0.9540 5.2322 4.5615  C167 1.090
178 H -3.1804 9.7333 7.5086  N168 1.010
179 H -2.3294 8.6627 8.1321  N168 1.010
180 C -2.0797 -8.0364 -2.1746  O181 1.392, H182 1.090, H183 1.090, H184 1.090
181 O -2.0224 -8.7206 -0.9639  C180 1.392, H185 0.960
182 H -2.9831 -7.4297 -2.2375  C180 1.090
183 H -1.2051 -7.3884 -2.2327  C180 1.090
184 H -2.0806 -8.6948 -3.0433  C180 1.090
185 H -2.0924 -8.1110 -0.2256  O181 0.960